A 2-piece molecular cluster, C7H13NO overall. Source: OMol25; level of theory: ωB97M-V/def2-TZVPD.

Structure (XYZ):
```
22
C7H13NO (ωB97M-V/def2-TZVPD)
C 0.68 0.29 -1.04
C -1.09 -0.82 1.34
C -0.13 1.39 -1.45
C 2.05 0.61 -0.50
C 0.62 -0.96 -1.88
C -0.97 -0.71 2.87
O 0.09 -0.60 0.71
C -1.99 0.27 0.84
N -2.36 1.10 0.11
H -1.58 -1.78 1.08
H 2.36 -0.21 0.14
H 0.87 -1.81 -1.25
H -1.28 1.23 -0.96
H 0.06 2.35 -0.97
H -0.35 1.47 -2.51
H 2.03 1.52 0.10
H 2.76 0.72 -1.32
H -0.36 -1.11 -2.31
H 1.35 -0.89 -2.70
H -1.94 -0.80 3.36
H -0.32 -1.51 3.22
H -0.51 0.25 3.14
```

Computed properties:
spin multiplicity = 1
orbital gap = 9.7 eV
LUMO = 0.5 eV
relative energy (zero: lowest compared OMol25 entry of this formula, charge and spin) = 349.3 kJ/mol
F_max = 3.7 eV/Å
E_tot = -404.3944 a.u.
charge = 0
HOMO level = -9.3 eV